Formula: C11H44FN3O22V2
Source: OMol25
Level of theory: ωB97M-V with the def2-TZVPD basis set

The value obtained for the calculated total energy is -4252.4165 Eh. Its spin multiplicity is 3. The calculation puts the energy above the lowest of the compared OMol25 structures with the same formula, charge and spin at 0.000 eV. The value obtained for the lowest unoccupied orbital energy (alpha / beta) is -3.511 / -2.894 eV. The calculation puts the frontier orbital gap (alpha / beta) at 0.2109 / 0.2335 Eh. Its HOMO energy (alpha / beta) is -9.25 / -9.25 eV.

Geometry as XYZ:
```
83
Properties=species:S:1:pos:R:3:forces:R:3:mulliken_spin:R:1
O -1.44366 -18.39390 -23.93374 -0.84 -1.33 2.99 -0.32
V -1.52994 -19.20751 -22.57867 4.21 -2.77 -2.30 1.33
O 2.38620 -21.52128 -21.20531 -0.69 1.19 -2.66 -0.27
V 2.18181 -20.95500 -22.66949 0.23 -1.51 1.28 1.25
N -0.76061 -22.34351 -23.52436 0.53 -2.05 0.96 -0.01
O 0.46143 -22.29424 -23.33247 1.92 0.61 -0.03 0.00
O -1.30117 -23.39546 -23.78023 0.13 0.08 -0.46 0.00
O -1.46820 -21.35739 -23.31484 -2.11 4.13 0.37 -0.01
N -1.10229 -21.08346 -19.94961 2.47 -1.84 1.74 0.00
O -1.67873 -20.26397 -20.66679 -2.13 3.47 -3.83 0.00
O -0.46013 -22.00264 -20.47517 -0.67 0.26 -0.14 0.00
O -1.13507 -20.88605 -18.75804 -0.03 -0.35 0.84 0.00
N 1.81005 -19.78772 -25.87140 -0.05 0.64 -0.18 0.00
O 2.24856 -20.24064 -24.81263 0.67 -2.14 3.50 0.00
O 0.76878 -20.10712 -26.35584 -3.20 -1.90 -0.27 0.00
O 2.45499 -18.94637 -26.40583 2.78 3.06 -1.67 0.00
F 0.70729 -19.37964 -22.42945 -1.16 -0.44 0.05 0.01
C 3.17823 -24.12563 -23.22227 0.03 -0.84 -0.59 0.00
O 3.38139 -22.73088 -23.46929 -1.16 0.68 1.22 0.00
H 3.81494 -24.52705 -22.43388 -0.15 0.38 0.25 0.00
H 2.13254 -24.40579 -23.09524 0.05 0.52 0.28 0.00
H 3.49409 -24.62406 -24.13873 0.02 -0.21 -0.08 0.00
H 4.00020 -22.73961 -24.20318 0.49 0.72 -0.79 0.00
C 6.85686 -26.09951 -20.31446 0.55 -0.22 -0.30 0.00
O 5.76254 -25.63731 -21.03267 -0.32 0.22 -0.64 0.00
H 6.62376 -27.00822 -19.75949 0.09 -0.17 0.10 0.00
H 7.60956 -26.30467 -21.07568 0.27 -0.33 0.24 0.00
H 7.29487 -25.37440 -19.62857 -0.09 0.24 0.16 0.00
H 5.18923 -25.08471 -20.49643 -0.56 0.25 0.34 0.00
C 2.30255 -20.56231 -17.12940 -0.44 -0.32 0.81 0.00
O 3.68461 -20.36877 -17.41572 -0.18 -0.24 -0.42 0.00
H 1.87233 -19.63366 -16.75441 -0.11 -0.06 0.24 0.00
H 1.67470 -20.88576 -17.95964 0.63 0.16 -0.60 0.00
H 2.19971 -21.37693 -16.41252 -0.16 0.19 0.32 0.00
H 4.18372 -20.53689 -16.61308 0.02 0.08 -0.09 0.00
C 2.27020 -18.06813 -19.55028 0.67 -1.09 0.71 0.00
O 3.24667 -19.08918 -19.78938 -0.47 0.54 -1.07 0.00
H 2.25046 -17.38245 -20.39737 0.19 0.12 0.27 0.00
H 1.27281 -18.48398 -19.40751 -0.24 -0.16 -0.22 0.00
H 2.55376 -17.64418 -18.58697 -0.22 0.92 -0.18 0.00
H 3.38146 -19.58832 -18.98050 0.26 -0.03 0.16 0.00
C 5.61243 -21.72785 -26.07038 1.29 0.21 -2.57 0.00
O 4.99986 -22.87409 -25.60535 -1.19 -0.91 2.23 0.00
H 5.16385 -21.52781 -27.04346 0.07 0.69 -0.09 0.00
H 5.60751 -20.81015 -25.48225 -0.71 -0.60 0.64 0.00
H 6.65556 -21.97366 -26.26925 0.34 0.30 0.02 0.00
H 5.04785 -23.62608 -26.20016 0.17 0.37 -0.23 0.00
C 4.13551 -18.42416 -22.87750 -0.33 1.47 0.92 0.00
O 4.10399 -19.80458 -22.61919 -1.33 -0.50 -0.65 0.01
H 5.02506 -18.16153 -23.45005 -0.42 0.06 -0.49 0.00
H 3.17255 -18.05877 -23.23429 0.25 -0.44 -0.95 0.00
H 4.18095 -17.86774 -21.94132 0.44 -0.17 0.41 0.00
H 4.92780 -20.01465 -22.17329 0.19 -1.05 0.45 0.00
C 3.83699 -23.90317 -18.39398 -0.17 -0.07 -1.16 0.00
O 3.82639 -24.07620 -19.81429 1.10 0.01 0.48 0.00
H 3.58927 -24.85294 -17.91999 0.06 0.06 0.36 0.00
H 4.84847 -23.58048 -18.14717 -0.15 0.02 0.33 0.00
H 3.09600 -23.13934 -18.15822 0.15 0.04 0.44 0.00
H 2.91100 -24.13373 -20.09778 -0.73 0.03 -0.33 0.00
C 0.48147 -25.26371 -20.86722 0.68 -0.88 -0.89 0.00
O 1.28041 -24.13150 -20.60836 -0.60 -0.09 0.43 0.00
H 1.15545 -25.99387 -21.31521 -0.14 -0.23 -0.08 0.00
H 0.04628 -25.73742 -19.98726 -0.16 0.28 0.17 0.00
H -0.26439 -24.99732 -21.61611 -0.28 -0.22 0.10 0.00
H 0.60594 -23.46905 -20.44153 0.41 0.98 0.31 0.00
C 1.54680 -15.70313 -25.61428 0.13 2.05 0.20 0.00
O 0.69716 -16.76510 -25.77770 -0.54 -1.36 0.30 0.00
H 1.32300 -14.99328 -26.41061 0.45 0.23 -0.22 0.00
H 1.31624 -15.15883 -24.69848 -0.15 0.04 0.37 0.00
H 2.62136 -15.87635 -25.55593 0.02 -0.56 -0.37 0.00
H 1.22406 -17.56303 -25.86294 0.05 -0.21 -0.36 0.00
C 1.40900 -23.49125 -26.59132 0.33 0.31 -0.55 0.00
O 0.79181 -22.62582 -27.51592 -0.34 -0.19 -0.30 0.00
H 1.94952 -22.85249 -25.89280 0.10 -0.50 0.55 0.00
H 0.69182 -24.16165 -26.11768 0.02 0.03 0.31 0.00
H 2.12530 -24.08370 -27.16055 0.14 -0.24 0.15 0.00
H 0.62454 -21.81945 -27.02258 -0.26 0.42 -0.21 0.00
C 6.79083 -22.06914 -20.84157 -0.55 -1.21 0.75 0.00
O 6.34803 -21.43585 -22.01021 0.27 1.08 -0.63 0.00
H 6.97315 -23.11741 -21.07814 0.12 -0.19 0.19 0.00
H 7.68503 -21.65649 -20.37443 -0.03 0.38 -0.13 0.00
H 5.94758 -22.04287 -20.15139 0.16 0.03 0.17 0.00
H 7.13609 -21.28623 -22.53763 -0.11 0.07 -0.37 0.00
```
Positions in Å, forces in eV/Å.